# C24H27N3O7S

One molecule with the formula C24H27N3O7S (wB97M-V/def2-TZVPD, OMol25).

XYZ file:
```
62
Properties=species:S:1:pos:R:3
O -0.168 1.834 -0.775
C 0.647 0.935 -0.827
N 0.805 0.008 0.182
C -0.036 -0.087 1.305
C -0.550 -1.332 1.630
C -1.454 -1.474 2.662
C -1.883 -0.368 3.372
C -1.351 0.871 3.085
C -0.383 1.049 2.082
N 0.192 2.268 1.853
C -0.428 3.515 2.235
H -1.500 3.383 2.367
C 0.229 4.081 3.500
H -0.160 5.072 3.736
O 1.618 4.240 3.305
C 2.224 3.021 2.948
H 3.284 3.240 2.805
C 1.615 2.433 1.664
H 2.093 1.479 1.450
H 1.789 3.121 0.829
H 2.109 2.292 3.766
H 0.050 3.406 4.352
H -0.265 4.220 1.412
H -1.661 1.717 3.677
H -2.600 -0.502 4.167
S -2.083 -3.100 3.004
O -2.883 -3.052 4.200
O -1.010 -4.051 2.949
N -3.016 -3.345 1.622
C -4.280 -2.635 1.633
H -4.113 -1.663 2.098
C -5.352 -3.419 2.398
H -6.332 -2.953 2.279
O -5.477 -4.732 1.892
C -4.254 -5.430 1.993
C -3.156 -4.724 1.195
H -2.193 -5.208 1.353
H -3.406 -4.723 0.129
H -4.443 -6.431 1.602
H -3.944 -5.495 3.047
H -5.079 -3.450 3.462
H -4.591 -2.491 0.593
H -0.268 -2.209 1.068
H 1.293 -0.846 -0.054
C 1.584 0.736 -1.944
C 1.542 1.551 -3.006
C 2.375 1.515 -4.188
C 2.143 2.454 -5.195
C 2.892 2.496 -6.364
C 3.892 1.562 -6.499
C 4.139 0.615 -5.499
C 3.404 0.567 -4.346
H 3.618 -0.172 -3.594
O 5.180 -0.186 -5.885
C 5.582 0.283 -7.154
O 4.769 1.376 -7.527
H 6.635 0.605 -7.113
H 5.478 -0.523 -7.897
H 2.703 3.225 -7.134
H 1.351 3.175 -5.060
H 0.791 2.332 -2.980
H 2.289 -0.078 -1.863
```

## Properties
HOMO energy: -7.8 eV
E: -2019.8284 hartree
HOMO-LUMO gap: 0.281 Ha
LUMO level: -0.1 eV
structure (SMILES): O=C(/C=C/c1ccc2c(c1)OCO2)Nc1cc(S(=O)(=O)N2CCOCC2)ccc1N1CCOCC1
multiplicity: 1
net charge: 0
energy above the lowest of the compared OMol25 structures with the same formula, charge and spin: 1.743 eV

---

# C54H112N15O15P3

A 13-piece molecular cluster, C54H112N15O15P3 overall (wB97M-V/def2-TZVPD, OMol25).

XYZ file:
```
199
Properties=species:S:1:pos:R:3
C -2.408 -11.150 17.772
C -2.797 -11.377 19.167
O -3.298 -12.723 19.029
C -2.607 -13.308 18.098
O -2.577 -14.507 17.874
O -1.925 -12.398 17.387
H -1.554 -10.475 17.716
H -3.225 -10.733 17.183
H -3.405 -10.563 19.563
H -1.939 -11.316 19.837
C 1.971 -13.306 21.546
C 2.349 -12.021 20.870
O 3.647 -11.777 21.424
C 3.725 -12.339 22.638
O 4.511 -12.077 23.481
O 2.773 -13.307 22.760
H 2.282 -14.197 21.001
H 0.902 -13.305 21.763
H 1.589 -11.240 20.893
H 2.508 -12.264 19.820
C -1.375 -8.100 23.865
C -0.963 -9.193 24.891
O -0.644 -10.290 24.037
C -1.103 -10.045 22.839
O -1.196 -10.910 21.968
O -1.631 -8.876 22.719
H -0.603 -7.381 23.590
H -2.274 -7.633 24.268
H -1.721 -9.387 25.650
H -0.087 -8.808 25.414
C -0.819 -2.757 13.770
C 0.436 -2.045 13.521
O 1.333 -3.139 13.473
C 0.693 -4.350 13.353
O 1.195 -5.403 13.069
O -0.613 -4.088 13.373
H -1.512 -2.145 13.193
H -1.095 -2.753 14.824
H 0.695 -1.265 14.238
H 0.335 -1.529 12.567
C 1.026 -12.965 15.846
C 2.377 -12.613 15.194
C 2.354 -12.972 13.655
C 1.321 -12.238 12.887
N 0.496 -11.710 12.331
H 1.102 -12.885 16.930
H 0.685 -13.985 15.666
H 0.238 -12.332 15.437
H 3.164 -13.144 15.729
H 2.428 -11.531 15.318
H 2.221 -14.042 13.492
H 3.342 -12.707 13.278
C -5.500 -5.208 21.486
C -4.594 -5.676 20.340
C -3.843 -7.009 20.503
C -4.614 -8.168 21.066
N -5.184 -9.119 21.478
H -6.196 -5.978 21.819
H -6.073 -4.396 21.038
H -4.930 -4.801 22.321
H -3.983 -4.846 19.987
H -5.264 -5.774 19.486
H -3.065 -6.762 21.225
H -3.382 -7.295 19.558
C -4.385 -13.089 12.327
C -3.322 -12.218 13.041
C -2.781 -11.084 12.098
C -3.855 -10.146 11.652
N -4.655 -9.408 11.287
H -5.290 -12.514 12.126
H -4.616 -13.915 13.000
H -4.053 -13.632 11.442
H -2.526 -12.876 13.391
H -3.598 -11.709 13.965
H -2.475 -11.446 11.116
H -1.966 -10.530 12.563
C 3.904 -8.697 12.359
C 2.580 -8.014 12.141
C 1.750 -8.532 10.960
C 0.403 -8.101 10.871
N -0.686 -7.774 10.804
H 4.388 -8.294 13.249
H 4.656 -8.466 11.605
H 3.907 -9.787 12.393
H 2.883 -6.974 12.021
H 2.022 -8.168 13.064
H 1.659 -9.618 10.971
H 2.237 -8.152 10.061
C 0.150 -0.753 18.386
C -0.323 -1.566 19.629
C 0.713 -2.626 20.038
C 0.456 -3.362 21.305
N 0.187 -3.938 22.300
H -0.568 0.031 18.145
H 0.210 -1.374 17.492
H 1.133 -0.371 18.662
H -1.235 -2.095 19.353
H -0.511 -0.960 20.515
H 1.654 -2.137 20.287
H 0.972 -3.347 19.263
C -2.658 -6.630 13.449
C -4.165 -6.555 13.515
C -4.631 -7.039 14.906
C -4.399 -8.499 15.073
N -4.239 -9.626 15.176
H -2.312 -6.267 12.481
H -2.255 -7.642 13.430
H -2.128 -6.160 14.277
H -4.575 -7.061 12.641
H -4.545 -5.541 13.390
H -5.720 -7.001 14.903
H -4.179 -6.508 15.743
O -2.275 -7.717 17.422
P -0.814 -7.460 17.489
N -0.040 -7.841 18.984
C 0.057 -9.197 19.536
C -0.113 -6.849 20.075
N -0.235 -5.918 17.032
C -1.091 -4.771 17.187
C 1.222 -5.670 16.831
N 0.032 -8.414 16.369
C -0.444 -8.652 14.989
C 1.418 -8.817 16.571
H 0.852 -9.328 20.270
H 0.213 -9.848 18.675
H -0.822 -9.360 20.160
H -0.889 -7.053 20.813
H -0.256 -5.889 19.578
H 0.863 -6.835 20.561
H -0.600 -3.843 16.895
H -2.003 -4.932 16.610
H -1.268 -4.604 18.249
H 1.428 -4.616 16.642
H 1.826 -6.065 17.647
H 1.629 -6.164 15.949
H -0.411 -7.696 14.466
H 0.253 -9.339 14.509
H -1.470 -9.012 15.062
H 2.129 -8.677 15.757
H 1.339 -9.894 16.722
H 1.972 -8.382 17.403
O -3.422 -2.406 15.066
P -4.800 -2.064 15.431
N -4.941 -0.423 15.854
C -6.058 0.178 16.591
C -3.743 0.430 15.772
N -5.288 -2.987 16.794
C -4.663 -2.637 18.108
C -5.681 -4.310 16.686
N -5.997 -2.378 14.301
C -5.553 -2.568 12.898
C -7.399 -1.982 14.419
H -6.314 1.153 16.176
H -5.844 0.362 17.644
H -6.975 -0.411 16.601
H -4.002 1.414 16.162
H -3.390 0.401 14.741
H -2.967 0.035 16.428
H -3.896 -3.330 18.453
H -4.083 -1.714 18.120
H -5.443 -2.614 18.869
H -6.607 -4.460 17.241
H -5.907 -4.630 15.668
H -4.878 -4.912 17.111
H -4.516 -2.898 12.959
H -6.189 -3.267 12.355
H -5.757 -1.602 12.435
H -7.958 -2.563 15.152
H -7.854 -2.087 13.434
H -7.459 -0.902 14.561
O 2.764 -4.992 20.293
P 4.205 -5.314 20.339
N 4.949 -4.924 21.820
C 4.057 -5.168 22.962
C 6.375 -5.071 22.039
N 5.053 -4.546 19.147
C 5.498 -3.150 19.373
C 4.493 -4.735 17.800
N 4.462 -6.984 20.074
C 5.667 -7.611 19.503
C 3.475 -7.978 20.629
H 3.129 -4.629 22.771
H 4.442 -4.797 23.912
H 3.883 -6.242 23.029
H 6.539 -5.618 22.967
H 6.961 -4.165 21.880
H 6.754 -5.809 21.333
H 6.091 -2.731 18.561
H 4.729 -2.381 19.443
H 6.084 -3.075 20.289
H 4.057 -5.708 17.570
H 3.635 -4.067 17.725
H 5.232 -4.443 17.054
H 5.397 -8.284 18.689
H 6.356 -6.865 19.108
H 6.188 -8.244 20.221
H 2.970 -7.734 21.564
H 3.902 -8.960 20.831
H 2.597 -8.004 19.984
```

## Properties
HOMO energy (spin up / spin down): 0.3 / -6.7 eV
E: -5098.7874 hartree
HOMO-LUMO gap (spin up / spin down): 0.052 / 0.309 Ha
LUMO level (spin up / spin down): 1.7 / 1.7 eV
<S²>: 0.751
multiplicity: 2
net charge: -1

---

# C6H8N2O

One molecule with the formula C6H8N2O (wB97M-V/def2-TZVPD, OMol25).

XYZ file:
```
17
Properties=species:S:1:pos:R:3
C 1.148 -0.727 0.348
C -1.416 -0.080 0.417
C 2.235 -1.296 -0.278
C -1.200 1.759 -1.742
C -0.606 0.548 -1.667
C 0.631 -0.426 1.728
N -0.758 -0.130 1.588
N -0.548 -0.344 -0.621
O -2.624 -0.008 0.314
H 2.261 -1.667 -1.312
H 3.195 -1.350 0.196
H -1.413 2.376 -2.583
H -1.581 2.158 -0.844
H -0.038 0.216 -2.619
H 0.810 -1.344 2.348
H 1.188 0.278 2.298
H -1.283 0.036 2.429
```

## Properties
HOMO energy (spin up / spin down): -8.3 / -8.3 eV
E: -418.0515 hartree
HOMO-LUMO gap (spin up / spin down): 0.314 / 0.314 Ha
LUMO level (spin up / spin down): 0.2 / 0.2 eV
multiplicity: 1
net charge: 0
energy above the lowest of the compared OMol25 structures with the same formula, charge and spin: 3.587 eV

---

# C12H37NO7

A 7-piece molecular cluster, C12H37NO7 overall (wB97M-V/def2-TZVPD, OMol25).

XYZ file:
```
57
Properties=species:S:1:pos:R:3
C 1.793 0.796 1.820
O 1.515 -0.505 1.285
H 1.600 0.721 2.886
H 2.817 1.093 1.583
H 1.155 1.583 1.409
H 1.776 -0.455 0.339
C 3.620 -0.243 -1.426
O 2.222 -0.586 -1.337
H 4.011 -0.480 -2.412
H 3.675 0.838 -1.261
H 4.189 -0.733 -0.639
H 1.817 -0.603 -2.206
C 4.408 3.228 5.202
O 3.591 2.593 4.248
H 3.902 3.201 6.173
H 5.388 2.741 5.301
H 4.666 4.259 4.964
H 3.504 1.656 4.487
O 3.715 3.395 -0.079
H 4.094 2.728 0.506
H 4.249 4.181 0.082
O 2.120 -2.373 3.440
H 2.085 -3.309 3.222
H 2.031 -1.908 2.586
O 3.504 -0.230 4.682
H 3.350 -0.602 5.557
H 3.001 -0.811 4.078
C -3.762 -1.959 -3.367
C -3.356 -1.861 -1.897
C -1.888 -2.283 -1.693
C -0.806 -1.251 -2.018
C -1.146 0.087 -1.350
C -2.569 0.575 -1.630
N -3.520 -0.506 -1.353
O -4.860 -0.025 -1.345
C -2.755 1.753 -0.669
C -2.778 1.098 -3.073
C -4.191 -2.794 -1.003
H -3.640 -2.982 -3.737
H -3.116 -1.340 -3.985
H -4.797 -1.667 -3.546
H -1.702 -2.660 -0.689
H -1.753 -3.112 -2.397
H -0.673 -1.077 -3.091
H 0.091 -1.670 -1.563
H -0.415 0.862 -1.584
H -1.018 -0.135 -0.285
H -2.739 1.362 0.358
H -1.935 2.466 -0.715
H -3.704 2.285 -0.747
H -2.686 2.187 -3.107
H -2.065 0.681 -3.789
H -3.772 0.891 -3.467
H -5.250 -2.612 -1.190
H -3.978 -2.572 0.042
H -3.916 -3.832 -1.188
H -5.098 -0.085 -0.413
```

## Properties
HOMO energy: -8.1 eV
E: -1060.7536 hartree
HOMO-LUMO gap: 0.317 Ha
LUMO level: 0.5 eV
structure (SMILES): CC1(C)CCCC(C)(C)N1O.CO.CO.CO.O.O.O
multiplicity: 1
net charge: 0
energy above the lowest of the compared OMol25 structures with the same formula, charge and spin: 1.407 eV

---

# C28H45BrIrN2P2

C28H45BrIrN2P2 as an isolated structure (wB97M-V/def2-TZVPD, OMol25).

XYZ file:
```
79
Properties=species:S:1:pos:R:3
N 2.235 -8.407 -0.050
C 2.045 -7.896 1.187
C 1.904 -6.515 1.402
C 1.896 -5.604 0.305
C 2.081 -6.177 -0.968
C 2.258 -7.578 -1.095
C 1.596 -4.180 0.506
Ir 0.497 -0.190 0.489
P -3.187 1.679 0.315
C 1.341 -3.293 -0.507
C 0.181 -2.472 -0.455
C -0.565 -2.030 -1.574
C -1.825 -1.506 -1.360
C -2.513 -1.599 -0.155
C -1.734 -1.692 0.992
C -0.366 -2.172 0.821
Br -4.370 -1.204 -0.104
H 1.487 -3.899 1.557
H 1.895 -3.375 -1.422
H 1.796 -6.138 2.422
H 2.035 -5.556 -1.852
H 2.038 -8.602 2.039
H 2.428 -8.002 -2.094
H -0.163 -2.141 -2.562
H 0.106 -2.615 1.677
H -2.198 -0.926 -2.198
H -2.101 -1.378 1.953
P 1.348 1.178 -0.977
C -4.912 2.288 0.742
C -5.984 2.799 -0.250
H -4.820 3.035 1.533
H -5.342 1.377 1.215
H -6.979 2.391 0.039
H -6.124 3.902 -0.224
H -5.826 2.529 -1.309
C -2.681 1.527 -1.427
C -3.239 2.509 -2.427
H -3.022 0.573 -1.803
H -1.577 1.488 -1.483
H -3.196 2.080 -3.443
H -4.279 2.723 -2.190
H -2.663 3.441 -2.421
C -1.881 2.677 1.092
C -1.850 4.191 1.272
H -0.958 2.397 0.565
H -1.732 2.202 2.081
H -0.812 4.521 1.352
H -2.305 4.706 0.434
H -2.327 4.508 2.194
C 2.222 2.725 -0.461
C 3.691 2.888 -0.863
H 2.113 2.854 0.627
H 1.626 3.527 -0.928
H 4.374 2.390 -0.164
H 3.902 2.527 -1.879
H 3.919 3.962 -0.834
C 0.901 1.561 -2.672
C 0.920 0.374 -3.638
H 1.644 2.309 -2.974
H -0.068 2.054 -2.738
H 1.948 -0.016 -3.730
H 0.259 -0.451 -3.326
H 0.574 0.694 -4.631
C 2.617 -0.203 -1.038
C 3.243 -0.342 0.345
H 3.279 0.066 -1.856
H 2.073 -1.129 -1.305
H 3.676 -1.340 0.444
H 3.975 0.432 0.598
H 2.469 -0.297 1.180
C 1.385 2.709 4.949
C 1.774 2.029 3.641
C 0.690 1.828 2.673
N 0.403 1.072 1.806
H 1.204 3.790 4.853
H 2.268 2.571 5.584
H 0.537 2.213 5.446
H 2.589 2.616 3.187
H 2.154 1.015 3.867
```

## Properties
HOMO energy (spin up / spin down): -17.4 / -18.9 eV
E: -4562.5720 hartree
HOMO-LUMO gap (spin up / spin down): 0.193 / 0.131 Ha
LUMO level (spin up / spin down): -12.1 / -15.4 eV
<S²>: 8.838
multiplicity: 6
net charge: +4
energy above the lowest of the compared OMol25 structures with the same formula, charge and spin: 5.742 eV

---

# C4H9NO2

C4H9NO2 as an isolated structure (wB97M-V/def2-TZVPD, OMol25).

XYZ file:
```
16
Properties=species:S:1:pos:R:3
C 1.524 0.599 2.212
N 0.248 0.140 1.692
C 0.308 -0.725 0.411
C -0.558 -0.169 -0.586
O -1.371 0.727 -0.367
O -0.430 -0.756 -1.795
C -1.328 -0.276 -2.788
H 2.145 -0.270 2.452
H 1.367 1.179 3.125
H 2.045 1.208 1.461
H -0.460 0.853 1.498
H -0.149 -0.955 1.661
H 1.308 -1.064 0.167
H -1.134 -0.876 -3.678
H -1.148 0.782 -2.998
H -2.366 -0.396 -2.467
```

## Properties
HOMO energy: -8.0 eV
E: -362.9410 hartree
HOMO-LUMO gap: 0.324 Ha
LUMO level: 0.9 eV
multiplicity: 1
net charge: 0
energy above the lowest of the compared OMol25 structures with the same formula, charge and spin: 3.932 eV

---

# C3H11O3S

A 3-piece molecular cluster, C3H11O3S overall (wB97M-V/def2-TZVPD, OMol25).

XYZ file:
```
18
Properties=species:S:1:pos:R:3
C -0.880 -0.575 0.182
O -0.544 0.721 0.425
C 0.381 -1.615 -0.278
C 1.157 -0.672 -1.256
S 1.616 -1.597 -2.724
H -1.398 -0.525 -0.803
H -1.278 -1.104 1.180
H 0.880 -1.713 0.759
H 0.080 -2.670 -0.573
H 1.950 -0.071 -0.705
H 0.383 0.117 -1.553
H 1.948 -0.577 -3.476
H -2.786 2.416 0.937
H -1.413 2.152 0.346
O -2.241 2.768 0.244
H 0.562 1.298 3.230
H 0.489 0.683 1.632
O 1.094 0.964 2.431
```

## Properties
HOMO energy: -4.1 eV
E: -744.7869 hartree
HOMO-LUMO gap: 0.267 Ha
LUMO level: 3.1 eV
multiplicity: 1
net charge: -1
energy above the lowest of the compared OMol25 structures with the same formula, charge and spin: 1.516 eV

---

# C2H3N3O

One molecule with the formula C2H3N3O (wB97M-V/def2-TZVPD, OMol25).

XYZ file:
```
9
Properties=species:S:1:pos:R:3
O -1.724 -0.218 0.063
C -0.390 0.117 -0.016
N 0.456 -1.055 -0.146
N 1.581 -0.882 0.343
N 0.113 1.282 0.784
C -0.090 1.433 -0.452
H -1.816 -1.125 0.381
H 2.090 -1.770 0.229
H -0.221 2.218 -1.185
```

## Properties
HOMO energy: -9.7 eV
E: -317.3951 hartree
HOMO-LUMO gap: 0.369 Ha
LUMO level: 0.4 eV
structure (SMILES): [H]/N=N/[C@]1(O)C=N1
multiplicity: 1
net charge: 0
energy above the lowest of the compared OMol25 structures with the same formula, charge and spin: 3.734 eV

---

# C3H3N3O

One molecule with the formula C3H3N3O (wB97M-V/def2-TZVPD, OMol25).

XYZ file:
```
10
Properties=species:S:1:pos:R:3
O 2.549 0.455 -0.131
C 1.696 -0.324 0.201
N 0.338 0.033 0.317
C -0.295 1.049 -0.338
N -1.555 0.758 -0.511
C -1.658 -0.483 0.075
N -0.551 -0.962 0.574
H 1.803 -1.408 0.354
H 0.252 1.928 -0.653
H -2.580 -1.046 0.110
```

## Properties
HOMO energy: -10.8 eV
E: -355.6140 hartree
HOMO-LUMO gap: 0.403 Ha
LUMO level: 0.1 eV
structure (SMILES): O=Cn1cncn1
multiplicity: 1
net charge: 0
energy above the lowest of the compared OMol25 structures with the same formula, charge and spin: 0.705 eV